No. 1
ORCA calculation (ωB97M-V/def2-TZVPD) on a single C20H30N2O5S molecule.

Structure (SMILES): Cc1ccc(S(=O)(=O)N[C@H](C(=O)NC[C@H]2CC[C@H](C(=O)O)CC2)C(C)C)cc1
Energy above the lowest of the compared OMol25 structures with the same formula, charge and spin: 0.059 eV
Frontier orbital gap: 9.88 eV

Structure (XYZ):
```
58
Properties=species:S:1:pos:R:3:forces:R:3
C 3.988122 -2.876597 -0.030781 0.0349 -0.0509 -0.0270
C 3.095381 -1.901924 -0.730998 -0.0394 0.0579 0.0082
C 2.018053 -2.366248 -1.483358 0.0176 0.1616 -0.0342
C 1.190955 -1.481903 -2.151705 -0.0537 -0.1243 -0.1130
C 1.440921 -0.125747 -2.065902 -0.1708 0.3378 -0.3236
S 0.343869 1.023537 -2.875508 -0.2486 -0.3984 0.4289
O 0.998267 2.292507 -2.999285 0.0464 0.0299 0.2558
O -0.221946 0.398552 -4.035899 -0.0177 -0.1832 0.2294
N -0.827507 1.154997 -1.674833 0.5519 -0.0284 -0.7971
C -1.298744 2.490100 -1.332714 -0.2096 0.4298 -0.2775
C -1.611715 2.463013 0.172040 0.4823 0.0285 -0.2078
O -2.684566 2.718070 0.672885 -0.4440 0.0760 0.0503
N -0.521659 2.115665 0.889194 0.3976 0.0175 0.1929
C -0.588606 1.760110 2.285357 -0.0870 -0.1429 0.3213
C -0.394598 0.254791 2.523582 0.0408 0.2961 -0.3824
C 1.039558 -0.189890 2.232932 -0.1840 -0.1095 0.3561
C 1.211700 -1.673233 2.543032 0.0899 0.0895 -0.3226
C 0.233466 -2.510449 1.705171 -0.1117 -0.1301 0.2963
C 0.411020 -3.958807 2.090648 -0.1946 0.0593 0.0770
O -0.111293 -4.509487 3.020352 -0.1023 -0.0363 0.1567
O 1.273384 -4.595967 1.279945 0.4548 -0.2215 -0.5365
C -1.203448 -2.057698 1.968902 0.0643 0.0127 -0.2106
C -1.361390 -0.570460 1.674715 -0.0088 -0.1161 0.3420
C -2.431420 2.986098 -2.247449 -0.0236 0.0596 0.2757
C -2.750594 4.445805 -1.933928 0.0703 -0.1865 -0.0621
C -3.690625 2.127339 -2.143252 0.1940 0.0655 0.0020
C 2.498510 0.357837 -1.322613 0.0673 0.1532 -0.0397
C 3.325907 -0.532553 -0.658002 -0.1057 -0.0626 -0.0690
H 4.627377 -2.376152 0.691793 0.0647 -0.0052 0.0697
H 3.393240 -3.633825 0.475203 0.0243 -0.0442 0.0710
H 4.623894 -3.383118 -0.756397 0.0917 -0.0575 -0.0057
H 1.834174 -3.428794 -1.540589 -0.0482 -0.1164 -0.0081
H 0.362882 -1.822473 -2.752723 -0.0876 -0.1516 -0.0783
H -1.588643 0.520754 -1.869687 -0.0780 -0.2337 -0.0965
H -0.431762 3.144466 -1.483111 -0.1884 0.0541 0.1469
H 0.309063 1.855079 0.381181 -0.1055 -0.0263 -0.0393
H -1.579053 2.068061 2.628736 0.1477 0.0153 0.0345
H 0.169610 2.323016 2.839816 -0.0939 -0.0097 0.0346
H -0.605818 0.066092 3.581645 -0.0028 0.0007 0.0342
H 1.739868 0.389344 2.838712 0.0636 0.0749 -0.0399
H 1.277228 -0.019754 1.180407 0.0418 0.0454 -0.0804
H 1.014294 -1.854403 3.601864 0.0281 -0.0387 0.0497
H 2.236337 -1.981172 2.327729 0.0705 -0.0555 0.0632
H 0.485491 -2.397006 0.646925 -0.0250 0.0121 0.0679
H 1.379595 -5.518269 1.565163 -0.1825 0.1957 0.1828
H -1.889251 -2.635368 1.346420 -0.0488 -0.0587 0.0534
H -1.448835 -2.263946 3.012234 -0.0343 -0.0536 0.0050
H -2.387277 -0.260077 1.878760 -0.0638 0.0386 -0.0686
H -1.159480 -0.386346 0.616489 -0.0058 0.0517 -0.0503
H -2.041810 2.918144 -3.271979 -0.0049 0.0243 0.1102
H -1.858440 5.061531 -2.023390 0.0852 0.1412 -0.0140
H -3.499582 4.821915 -2.626377 -0.0563 0.0814 -0.0675
H -3.137730 4.531088 -0.922506 -0.0548 0.0682 0.0727
H -4.464328 2.534633 -2.789559 -0.0779 -0.0389 -0.1018
H -4.056438 2.125107 -1.120505 -0.0797 -0.0234 0.0287
H -3.502393 1.101822 -2.458187 -0.0865 -0.1471 -0.0714
H 2.668307 1.422820 -1.291479 0.1103 0.1351 0.0478
H 4.158480 -0.160625 -0.079118 0.0866 0.0376 0.0601
```
Forces are in eV/Å.

No. 2
ORCA calculation (ωB97M-V/def2-TZVPD) on a single C20H30N2O5S molecule.

Structure (SMILES): CS[C@@H](C)[C@@H](O)C(=O)NCC1(O)CCN(C(=O)Cc2ccc(CO)cc2)CC1
Energy above the lowest of the compared OMol25 structures with the same formula, charge and spin: 0.827 eV
Frontier orbital gap: 9.17 eV

Structure (XYZ):
```
58
Properties=species:S:1:pos:R:3:forces:R:3
C -7.531241 -0.986990 3.205498 0.0009 0.0001 0.0058
S -6.473964 -0.617412 1.795627 0.0002 0.0019 0.0011
C -5.699892 0.941905 2.334306 -0.0254 -0.0081 -0.0276
C -5.068016 0.889526 3.715781 0.0017 0.0018 0.0079
C -4.694036 1.371925 1.242825 0.0276 -0.0149 0.0241
O -4.532132 2.773828 1.263435 0.0402 0.0037 -0.0566
C -3.309100 0.750700 1.474814 -0.0131 0.0083 0.0214
O -2.377268 1.395914 1.914510 0.0056 -0.0016 -0.0105
N -3.223977 -0.566239 1.176019 0.0016 -0.0122 0.0085
C -2.019302 -1.328707 1.415270 -0.0002 -0.0044 -0.0058
C -1.219172 -1.603984 0.141734 -0.0057 -0.0024 0.0000
O -2.115564 -2.370389 -0.668207 0.0075 0.0004 -0.0038
C -0.823503 -0.316757 -0.583928 -0.0018 -0.0042 -0.0007
C 0.281193 0.444096 0.148866 0.0000 -0.0033 -0.0117
N 1.430855 -0.423201 0.365158 0.0085 -0.0008 0.0043
C 2.540939 -0.458226 -0.432776 0.0025 0.0090 0.0123
O 3.332089 -1.383170 -0.396709 -0.0032 -0.0033 -0.0055
C 2.750341 0.739341 -1.359473 -0.0047 0.0004 -0.0061
C 4.089455 0.722877 -2.041020 0.0050 -0.0039 -0.0040
C 4.368306 -0.202153 -3.043194 -0.0012 -0.0024 0.0018
C 5.600927 -0.212763 -3.667802 -0.0034 -0.0008 -0.0022
C 6.592078 0.695505 -3.303869 -0.0044 0.0000 0.0012
C 7.933788 0.631582 -3.983317 0.0036 -0.0007 -0.0036
O 8.691775 1.790111 -3.671920 -0.0039 0.0019 0.0002
C 6.320067 1.618867 -2.307862 0.0030 -0.0024 0.0002
C 5.076715 1.628576 -1.686041 -0.0015 0.0061 0.0019
C 1.113235 -1.598267 1.161421 -0.0033 -0.0045 -0.0060
C 0.028304 -2.425782 0.473121 -0.0031 -0.0003 0.0007
H -8.144469 -1.839007 2.918781 -0.0001 0.0002 -0.0015
H -6.951432 -1.252336 4.086455 0.0013 0.0023 0.0011
H -8.185862 -0.144983 3.428055 0.0011 0.0016 -0.0025
H -6.482918 1.703967 2.324435 -0.0042 -0.0023 -0.0046
H -4.512099 1.811552 3.892831 -0.0003 -0.0012 0.0018
H -5.823575 0.792966 4.494244 -0.0025 -0.0011 0.0003
H -4.376861 0.048797 3.799461 -0.0006 0.0035 -0.0019
H -5.060266 1.037439 0.264362 -0.0016 0.0055 0.0060
H -5.181744 3.163117 0.671729 -0.0354 0.0035 0.0426
H -4.036694 -1.055162 0.837964 0.0077 0.0075 -0.0091
H -1.419253 -0.777272 2.136564 -0.0013 0.0026 -0.0014
H -2.290601 -2.292321 1.850827 -0.0020 0.0025 0.0016
H -1.676645 -2.576030 -1.500674 -0.0056 0.0007 0.0037
H -0.462741 -0.589034 -1.583130 0.0015 0.0027 0.0008
H -1.702303 0.316252 -0.715358 0.0008 0.0005 0.0027
H 0.567870 1.326934 -0.413831 0.0017 0.0026 0.0024
H -0.088489 0.793484 1.115164 -0.0025 0.0006 0.0023
H 1.948595 0.734655 -2.104980 0.0017 0.0024 -0.0012
H 2.635765 1.661889 -0.787908 -0.0010 -0.0028 0.0029
H 3.614387 -0.926176 -3.328001 0.0000 0.0005 0.0003
H 5.798787 -0.938478 -4.449476 0.0020 0.0013 0.0002
H 8.459968 -0.270812 -3.649586 0.0005 0.0019 0.0003
H 7.784246 0.546148 -5.065689 0.0004 -0.0013 0.0018
H 9.575174 1.682483 -4.033029 0.0029 -0.0015 -0.0001
H 7.079800 2.332622 -2.022750 0.0001 0.0009 0.0003
H 4.877372 2.357399 -0.908336 -0.0002 -0.0008 -0.0001
H 2.020209 -2.182292 1.284803 0.0015 0.0020 0.0026
H 0.782239 -1.263169 2.148183 -0.0010 0.0000 0.0000
H -0.252727 -3.284164 1.088334 -0.0004 0.0020 0.0002
H 0.441368 -2.819164 -0.461726 0.0027 0.0002 0.0012
```
Forces are in eV/Å.

No. 3
ORCA calculation (ωB97M-V/def2-TZVPD) on a single C20H30N2O5S molecule.

Structure (SMILES): CS[C@@H](C)[C@@H](O)C(=O)NCC1(O)CCN(C(=O)Cc2ccc(CO)cc2)CC1
Energy above the lowest of the compared OMol25 structures with the same formula, charge and spin: 0.780 eV
Frontier orbital gap: 9.16 eV

Structure (XYZ):
```
58
Properties=species:S:1:pos:R:3:forces:R:3
C -7.466133 -0.695896 3.763098 -0.0050 0.0008 -0.0008
S -5.984206 -0.860611 2.750501 0.0000 -0.0007 0.0004
C -5.586604 0.904549 2.525643 -0.0149 -0.0027 -0.0111
C -4.958891 1.536973 3.757817 0.0025 0.0053 0.0015
C -4.726436 1.057657 1.258087 0.0216 0.0051 0.0104
O -4.491607 2.419537 0.960885 0.0011 -0.0084 -0.0303
C -3.356567 0.401534 1.430546 -0.0030 -0.0031 0.0068
O -2.433235 0.963756 1.988687 0.0009 0.0023 -0.0017
N -3.280152 -0.861451 0.950880 0.0007 -0.0007 -0.0031
C -2.087302 -1.664949 1.089024 -0.0005 -0.0035 0.0002
C -1.269913 -1.742468 -0.200674 -0.0018 -0.0008 -0.0004
O -2.169015 -2.345559 -1.137423 0.0035 0.0008 -0.0001
C -0.838963 -0.361956 -0.699468 -0.0006 0.0006 -0.0011
C 0.266128 0.245376 0.164472 -0.0014 -0.0015 -0.0010
N 1.395962 -0.669323 0.253141 0.0063 0.0008 0.0032
C 2.512562 -0.601318 -0.534087 -0.0053 -0.0014 -0.0071
O 3.279246 -1.540379 -0.647821 0.0011 0.0005 0.0029
C 2.759516 0.726029 -1.251056 0.0021 -0.0011 0.0036
C 4.106731 0.789569 -1.913887 -0.0003 -0.0016 -0.0039
C 4.378481 0.033131 -3.050501 0.0000 -0.0022 0.0009
C 5.618184 0.096053 -3.657635 -0.0015 0.0033 -0.0007
C 6.623348 0.911042 -3.142334 -0.0010 -0.0013 -0.0018
C 7.971347 0.928449 -3.812368 0.0008 -0.0004 -0.0016
O 8.754335 1.995990 -3.301656 -0.0023 0.0023 -0.0001
C 6.358535 1.666545 -2.012077 0.0006 -0.0039 0.0026
C 5.108042 1.603197 -1.407716 0.0003 0.0051 -0.0001
C 1.041763 -1.952671 0.839572 -0.0028 -0.0002 -0.0027
C -0.043767 -2.633348 0.006528 -0.0018 -0.0015 -0.0008
H -7.838142 -1.702178 3.945629 0.0008 -0.0003 0.0007
H -7.243588 -0.229474 4.720801 0.0024 0.0002 -0.0002
H -8.234766 -0.127007 3.241201 0.0007 0.0000 0.0001
H -6.538342 1.398474 2.299847 -0.0001 -0.0037 0.0016
H -4.702570 2.577102 3.555174 0.0013 -0.0003 0.0013
H -5.653293 1.508515 4.597654 -0.0011 -0.0019 -0.0006
H -4.047593 1.012869 4.040067 -0.0007 -0.0005 -0.0003
H -5.250523 0.566310 0.430129 -0.0033 0.0014 0.0024
H -5.320979 2.809861 0.667590 -0.0042 0.0058 0.0221
H -4.047102 -1.238972 0.420633 -0.0005 0.0021 0.0001
H -1.499354 -1.236704 1.898040 -0.0003 0.0013 -0.0006
H -2.374199 -2.680954 1.366183 0.0004 0.0014 0.0020
H -1.724009 -2.415133 -1.988817 -0.0018 -0.0001 0.0011
H -0.464657 -0.474528 -1.724135 0.0013 0.0013 0.0002
H -1.701861 0.304428 -0.738946 0.0000 -0.0009 0.0020
H 0.578551 1.202594 -0.240934 0.0006 0.0003 0.0011
H -0.114640 0.439663 1.169405 -0.0009 0.0010 -0.0010
H 1.967440 0.861421 -1.994601 0.0009 0.0011 -0.0006
H 2.657242 1.545362 -0.537569 -0.0005 -0.0009 0.0006
H 3.613108 -0.617947 -3.455461 0.0004 0.0006 0.0000
H 5.810934 -0.497619 -4.544889 0.0006 0.0003 0.0004
H 8.470505 -0.031498 -3.633977 0.0009 0.0011 0.0007
H 7.832912 1.033304 -4.894507 -0.0002 -0.0015 0.0008
H 9.638200 1.929710 -3.671562 0.0011 -0.0012 0.0005
H 7.129421 2.307087 -1.607926 0.0003 0.0010 -0.0001
H 4.914236 2.200554 -0.523795 -0.0001 -0.0005 0.0001
H 1.935497 -2.567806 0.880811 0.0011 0.0005 0.0008
H 0.696899 -1.777380 1.862226 0.0000 0.0002 -0.0001
H -0.350446 -3.576155 0.465993 -0.0001 0.0007 0.0001
H 0.379747 -2.873384 -0.974426 0.0016 -0.0001 0.0006
```
Forces are in eV/Å.

- Number 3 is which compound?
  C20H30N2O5S

- Which value of frontier orbital gap does entry 1 give?
  9.88 eV

- Look up the energy above the lowest of the compared OMol25 structures with the same formula, charge and spin of the second one.
  0.827 eV

- The lowest frontier orbital gap belongs to which entry?
  number 3